No. 1
The following is a quantum chemistry calculation of a molecular structure, C36H90N6O16SSn, from OMol25.

Total charge = 0
Spin multiplicity = 1

```
150
C36H90N6O16SSn ωB97M-V with the def2-TZVPD basis set
Sn -21.970 16.366 -15.253
S -23.798 11.901 -12.563
O -22.577 11.097 -12.433
O -24.862 11.214 -11.860
O -23.532 13.250 -12.049
O -24.061 12.111 -13.983
C -20.743 12.892 -17.316
O -19.736 13.262 -16.426
C -19.199 12.212 -15.757
C -18.183 12.744 -14.698
N -18.873 13.547 -13.671
C -17.936 13.960 -12.625
C -18.637 14.749 -11.494
O -19.020 16.064 -11.909
C -19.979 16.764 -11.086
H -21.324 13.739 -17.682
H -21.555 12.309 -16.881
H -20.406 12.338 -18.191
H -18.737 11.475 -16.415
H -19.965 11.723 -15.155
H -17.398 13.261 -15.250
H -17.690 11.885 -14.244
H -19.561 12.986 -13.188
H -17.133 14.568 -13.042
H -17.528 13.071 -12.144
H -18.172 14.894 -10.519
H -19.503 14.131 -11.260
H -20.906 16.196 -11.009
H -20.328 17.740 -11.424
H -19.735 16.972 -10.044
C -28.321 13.025 -22.013
O -28.529 12.771 -20.658
C -27.648 13.500 -19.796
C -28.404 13.877 -18.528
N -27.573 14.574 -17.493
C -28.380 15.030 -16.337
C -29.185 16.269 -16.705
O -30.395 15.788 -17.281
C -31.437 16.725 -17.427
H -29.181 12.548 -22.483
H -27.412 12.607 -22.445
H -28.359 14.094 -22.223
H -27.375 14.471 -20.210
H -26.789 12.869 -19.567
H -28.764 12.937 -18.109
H -29.298 14.429 -18.817
H -26.827 13.948 -17.225
H -27.761 15.447 -15.543
H -28.924 14.197 -15.891
H -28.701 17.049 -17.292
H -29.478 16.806 -15.803
H -32.013 16.327 -18.262
H -30.947 17.649 -17.734
H -31.979 16.831 -16.487
C -24.477 13.057 -4.046
O -23.212 13.544 -4.452
C -22.931 13.543 -5.869
C -22.326 12.227 -6.257
N -21.251 11.787 -5.383
C -20.008 12.493 -5.711
C -18.943 12.098 -4.664
O -19.064 12.867 -3.453
C -17.972 12.708 -2.651
H -25.304 13.178 -4.746
H -24.863 13.396 -3.085
H -24.412 11.983 -3.866
H -22.219 14.345 -6.064
H -23.805 13.551 -6.520
H -21.983 12.086 -7.282
H -23.135 11.505 -6.150
H -21.509 12.081 -4.452
H -20.131 13.575 -5.755
H -19.743 12.366 -6.761
H -17.972 12.260 -5.132
H -19.052 11.035 -4.448
H -18.072 13.309 -1.747
H -17.053 12.854 -3.219
H -17.958 11.685 -2.275
C -23.288 2.976 -14.602
O -23.181 4.360 -14.880
C -23.321 4.723 -16.265
C -23.325 6.255 -16.371
N -24.409 6.835 -15.603
C -25.721 6.869 -16.275
C -26.771 7.195 -15.164
O -27.010 6.205 -14.186
C -27.433 4.980 -14.713
H -24.313 2.709 -14.861
H -23.162 2.753 -13.543
H -22.595 2.417 -15.231
H -24.274 4.358 -16.648
H -22.472 4.327 -16.821
H -23.207 6.658 -17.376
H -22.348 6.518 -15.967
H -24.219 7.809 -15.411
H -25.927 5.900 -16.730
H -25.749 7.616 -17.069
H -27.747 7.410 -15.600
H -26.589 8.073 -14.545
H -26.655 4.443 -15.257
H -28.301 5.019 -15.372
H -27.613 4.356 -13.837
C -24.614 19.527 -12.491
O -24.224 19.717 -13.869
C -24.577 21.033 -14.406
C -24.234 21.098 -15.868
N -22.816 20.871 -16.141
C -21.881 21.946 -15.845
C -20.501 21.483 -16.116
O -20.130 20.361 -15.346
C -18.733 20.130 -15.116
H -25.702 19.581 -12.452
H -24.205 20.424 -12.025
H -24.253 18.603 -12.041
H -24.120 21.862 -13.866
H -25.664 21.090 -14.351
H -24.431 22.081 -16.296
H -24.821 20.413 -16.480
H -22.519 20.268 -16.895
H -21.947 22.256 -14.802
H -22.215 22.852 -16.350
H -19.860 22.328 -15.863
H -20.442 21.270 -17.183
H -18.422 20.744 -14.270
H -18.203 20.336 -16.046
H -18.609 19.116 -14.738
C -30.148 14.317 -9.290
O -31.022 15.427 -9.339
C -32.393 15.051 -9.282
C -33.288 16.322 -9.401
N -32.884 17.344 -8.418
C -33.171 17.016 -7.018
C -32.357 17.971 -6.134
O -31.018 17.989 -6.495
C -30.301 16.871 -5.950
H -30.445 13.687 -10.128
H -30.328 13.777 -8.360
H -29.088 14.526 -9.432
H -32.677 14.563 -8.350
H -32.750 14.438 -10.109
H -34.313 16.024 -9.179
H -33.108 16.786 -10.371
H -31.902 17.571 -8.485
H -32.755 16.019 -6.876
H -34.251 16.953 -6.880
H -32.469 17.762 -5.070
H -32.770 18.963 -6.314
H -30.626 15.949 -6.432
H -30.221 16.845 -4.863
H -29.255 16.928 -6.253
```

No. 2
The following is a quantum chemistry calculation of 9 unconnected molecules or ions with the total composition C36H90O18, from OMol25.

Total charge = 0
SMILES string = COCCOC.COCCOC.COCCOC.COCCOC.COCCOC.COCCOC.COCCOC.COCCOC.COCCOC
Spin multiplicity = 1

```
144
C36H90O18 ωB97M-V with the def2-TZVPD basis set
C -4.392 -2.384 -6.937
O -4.698 -2.183 -5.600
C -3.966 -2.932 -4.662
C -2.452 -2.762 -4.691
O -2.108 -1.495 -4.184
C -0.699 -1.246 -4.233
H -5.148 -1.790 -7.468
H -4.533 -3.448 -7.163
H -3.402 -2.013 -7.246
H -4.170 -4.005 -4.723
H -4.418 -2.683 -3.717
H -2.129 -2.947 -5.729
H -1.989 -3.473 -3.998
H -0.065 -2.019 -3.838
H -0.378 -0.480 -3.532
H -0.324 -0.957 -5.202
C 4.408 0.748 0.822
O 4.620 0.968 2.238
C 3.907 2.135 2.700
C 4.425 2.535 4.075
O 5.646 3.256 3.921
C 6.246 3.403 5.170
H 4.901 -0.183 0.546
H 4.812 1.568 0.256
H 3.359 0.597 0.612
H 2.823 1.970 2.718
H 4.199 2.941 2.018
H 4.622 1.673 4.724
H 3.671 3.072 4.617
H 5.543 3.693 5.950
H 7.027 4.152 5.193
H 6.673 2.423 5.420
C -4.315 1.044 -4.464
O -4.236 2.454 -4.760
C -3.509 3.257 -3.870
C -2.055 2.880 -3.716
O -1.302 3.699 -2.830
C -0.680 4.767 -3.499
H -4.679 0.796 -3.456
H -3.361 0.599 -4.584
H -5.145 0.661 -5.055
H -3.954 3.343 -2.884
H -3.653 4.279 -4.177
H -1.592 2.830 -4.710
H -1.913 1.877 -3.333
H -0.186 5.237 -2.652
H -1.418 5.368 -4.035
H 0.023 4.374 -4.246
C 4.111 -5.004 4.026
O 3.562 -3.791 4.543
C 3.851 -2.612 3.827
C 2.975 -2.496 2.563
O 1.816 -1.832 2.957
C 0.850 -1.728 1.846
H 3.550 -5.274 3.140
H 4.140 -5.733 4.823
H 5.166 -4.897 3.799
H 4.929 -2.554 3.619
H 3.666 -1.735 4.430
H 2.827 -3.486 2.080
H 3.455 -1.939 1.746
H 1.283 -1.216 0.978
H -0.045 -1.189 2.183
H 0.565 -2.727 1.504
C 3.940 -2.698 -5.676
O 5.226 -2.161 -5.385
C 5.577 -2.094 -4.029
C 4.751 -1.051 -3.160
O 3.530 -1.643 -2.880
C 2.605 -0.914 -2.130
H 3.986 -2.985 -6.729
H 3.103 -1.993 -5.579
H 3.917 -3.600 -5.064
H 6.672 -1.972 -4.050
H 5.445 -3.060 -3.467
H 4.638 -0.165 -3.806
H 5.263 -0.772 -2.210
H 2.326 0.043 -2.562
H 2.908 -0.648 -1.099
H 1.649 -1.424 -2.006
C -4.687 2.634 0.460
O -4.317 1.290 0.780
C -5.040 0.812 1.879
C -4.381 -0.488 2.320
O -2.966 -0.477 2.541
C -2.492 0.149 3.672
H -4.437 3.322 1.260
H -5.801 2.674 0.382
H -4.302 2.917 -0.518
H -6.089 0.593 1.601
H -5.087 1.512 2.725
H -4.543 -1.293 1.633
H -4.969 -0.797 3.205
H -1.418 -0.029 3.774
H -3.105 -0.151 4.527
H -2.573 1.256 3.681
C -1.442 -3.898 5.449
O -2.528 -4.146 4.645
C -2.110 -4.216 3.300
C -3.280 -4.512 2.330
O -3.655 -5.881 2.414
C -4.691 -6.157 1.502
H -1.802 -3.809 6.473
H -0.842 -3.029 5.216
H -0.840 -4.795 5.407
H -1.368 -4.993 3.160
H -1.629 -3.274 3.002
H -3.016 -4.251 1.298
H -4.142 -3.903 2.594
H -5.666 -5.804 1.762
H -4.744 -7.246 1.405
H -4.498 -5.795 0.488
C 2.815 6.315 -0.166
O 2.131 5.423 0.686
C 1.051 6.046 1.326
C 0.400 5.108 2.339
O 1.236 4.519 3.323
C 0.519 3.713 4.195
H 2.091 6.888 -0.764
H 3.501 5.661 -0.699
H 3.399 6.952 0.496
H 0.279 6.378 0.599
H 1.431 6.986 1.796
H -0.123 4.269 1.815
H -0.444 5.644 2.777
H 0.845 3.775 5.189
H 0.764 2.665 3.948
H -0.574 3.766 4.152
C -1.624 -2.131 -0.723
O -0.834 -0.983 -0.585
C -1.554 0.207 -0.746
C -0.626 1.325 -0.229
O 0.594 1.364 -0.964
C 1.436 2.503 -0.711
H -2.341 -2.174 0.116
H -1.012 -3.034 -0.596
H -2.174 -2.067 -1.664
H -2.468 0.286 -0.109
H -1.847 0.386 -1.784
H -0.416 1.197 0.855
H -1.219 2.249 -0.347
H 2.363 2.327 -1.228
H 1.663 2.553 0.378
H 0.925 3.419 -1.061
```

Energy above the lowest of the compared OMol25 structures with the same formula, charge and spin (computed, kcal/mol): 234.00; 52.12
E_tot (computed, eV): -97138.592; -75633.422